Density functional theory data (ωB97M-V/def2-TZVPD) for a molecular structure, C27H26P2S4SbTl.

Its HOMO energy is -7.37 eV. Its energy is -101570.8591 eV. As for the net charge: 0.

Element x y z (Å)
Tl: 1.2014 1.3338 -0.3046
S: 3.9634 4.7371 -1.9644
Sb: 3.6905 3.4586 -0.1174
S: 3.4934 1.0239 -0.9727
S: 1.2150 3.5888 0.5391
S: 4.8166 3.3705 1.8428
C: -1.8292 -1.7224 0.5091
C: -2.4606 -0.6845 -0.4232
P: -1.5980 0.9456 -0.2666
C: -2.3169 1.9610 -1.5991
C: -1.4058 2.4603 -2.5278
C: -1.8233 3.2577 -3.5760
C: -3.1674 3.5694 -3.7011
C: -4.0839 3.0554 -2.7981
C: -3.6689 2.2499 -1.7523
C: -2.2139 1.5186 1.3548
C: -3.5635 1.6017 1.6817
C: -3.9439 2.0266 2.9406
C: -2.9906 2.3643 3.8882
C: -1.6455 2.2540 3.5808
C: -1.2619 1.8310 2.3215
C: -0.6173 -2.4189 -0.1126
P: 0.9559 -1.4411 0.0954
C: 1.9517 -1.9214 -1.3522
C: 3.1355 -2.6459 -1.2787
C: 3.9074 -2.8170 -2.4168
C: 3.5167 -2.2539 -3.6209
C: 2.3408 -1.5209 -3.6974
C: 1.5649 -1.3534 -2.5677
C: 1.7514 -2.2369 1.5095
C: 1.9451 -3.6131 1.5787
C: 2.5657 -4.1533 2.6883
C: 2.9789 -3.3315 3.7260
C: 2.7746 -1.9640 3.6608
C: 2.1706 -1.4142 2.5462
H: -2.5766 -2.4751 0.7714
H: -1.5317 -1.2372 1.4482
H: -3.5147 -0.5384 -0.1710
H: -2.4048 -0.9996 -1.4687
H: -0.3463 2.2226 -2.4198
H: -1.1032 3.6433 -4.2813
H: -3.4971 4.2151 -4.5014
H: -5.1324 3.2912 -2.9045
H: -4.4011 1.8563 -1.0622
H: -4.3237 1.3351 0.9624
H: -4.9927 2.1024 3.1825
H: -3.2945 2.7115 4.8646
H: -0.8939 2.5101 4.3124
H: -0.2071 1.7531 2.0785
H: -0.7696 -2.5973 -1.1794
H: -0.4505 -3.3824 0.3727
H: 3.4722 -3.0573 -0.3375
H: 4.8278 -3.3831 -2.3581
H: 4.1375 -2.3658 -4.4987
H: 2.0429 -1.0666 -4.6311
H: 0.6555 -0.7598 -2.6076
H: 1.6290 -4.2493 0.7627
H: 2.7392 -5.2168 2.7379
H: 3.4627 -3.7619 4.5896
H: 3.0967 -1.3249 4.4667
H: 2.0270 -0.3437 2.4555